1.
{"formula": "C6H17N2", "method": "ωB97M-V with the def2-TZVPD basis set", "elements": ["C", "N", "C", "C", "C", "N", "C", "C", "H", "H", "H", "H", "H", "H", "H", "H", "H", "H", "H", "H", "H", "H", "H", "H", "H"], "positions_angstrom": [[-0.733, -1.210, -1.980], [1.525, 0.491, -0.560], [2.684, -0.288, 0.097], [2.776, 0.136, 1.522], [-1.140, -1.313, -0.508], [-0.697, -0.258, 0.456], [-1.385, 1.029, 0.334], [-2.796, 1.080, 0.858], [0.365, -1.354, -2.046], [-1.307, -1.889, -2.650], [1.694, 1.396, -0.882], [3.592, -0.089, -0.529], [2.362, -1.379, 0.066], [3.527, -0.413, 2.154], [1.761, 0.378, 2.079], [3.172, 1.146, 1.415], [-0.683, -2.278, -0.180], [-2.314, -1.526, -0.408], [-0.951, -0.106, -2.384], [0.363, 0.062, 0.033], [-0.809, 1.877, 0.777], [-1.471, 1.362, -0.721], [-3.139, 0.089, 0.806], [-3.510, 1.692, 0.305], [-2.884, 1.366, 1.946]], "forces_ev_per_angstrom": [[-0.336, 2.784, -0.960], [1.862, -3.508, 0.189], [-2.413, -0.420, -1.741], [-0.181, 2.047, 2.035], [-1.879, -1.165, 0.892], [1.215, 0.410, -0.868], [0.052, 1.403, -1.152], [-0.325, 0.584, 1.808], [-0.726, -0.045, -0.328], [0.561, 0.256, 0.628], [0.890, 2.075, -0.024], [-0.595, -0.364, 0.815], [0.507, 1.254, -0.426], [-1.043, 0.216, -0.624], [1.893, -1.341, -1.249], [0.339, 0.315, 0.526], [-0.368, 0.673, 0.211], [2.363, 0.737, -0.198], [0.493, -2.279, 0.727], [-2.285, -0.940, 0.914], [0.062, -0.940, 0.044], [0.193, -0.266, -0.031], [-0.907, -1.430, -0.011], [0.341, 0.163, -0.137], [0.288, -0.218, -1.040]], "s_squared": 0.756, "relative_energy_ev": 2.5838, "spin_multiplicity": 2, "homo_ha": [-0.300, -0.289]}

=====

2.
{"formula": "C6H17N2", "method": "ωB97M-V with the def2-TZVPD basis set", "elements": ["C", "C", "C", "C", "C", "C", "N", "N", "H", "H", "H", "H", "H", "H", "H", "H", "H", "H", "H", "H", "H", "H", "H", "H", "H"], "positions_angstrom": [[-2.365, 0.554, 0.420], [-1.207, -1.743, -0.284], [2.684, -0.645, 0.311], [0.806, 0.757, -1.303], [0.407, 1.410, 1.056], [-1.479, -0.299, -0.353], [1.160, -0.764, 0.433], [0.434, 0.363, 0.030], [-2.052, 1.633, 0.132], [-3.508, 0.377, 0.207], [-2.296, 0.396, 1.562], [-0.735, -1.999, -1.220], [-2.072, -2.395, -0.033], [-0.533, -2.002, 0.564], [2.883, -0.185, -0.665], [3.106, 0.045, 1.106], [3.017, -1.708, 0.246], [1.571, 1.499, -1.330], [0.949, -0.185, -1.890], [-0.011, 1.143, -1.819], [-0.205, 2.253, 0.764], [0.101, 0.907, 1.992], [1.419, 1.779, 1.376], [-1.409, 0.127, -1.356], [0.998, -1.028, 1.402]], "forces_ev_per_angstrom": [[-1.471, 1.372, 2.131], [-0.601, -0.743, 1.147], [-1.201, 0.404, -0.209], [0.421, -1.520, -0.852], [1.101, -0.149, 1.288], [1.610, 0.321, -0.658], [2.470, -0.505, -0.098], [-1.733, -0.422, 0.876], [-1.185, -1.638, 0.746], [2.257, 0.319, -0.073], [0.032, 0.329, -1.737], [0.083, -0.691, 0.026], [0.085, 0.702, -0.639], [-0.347, 0.271, -0.752], [0.173, -0.271, 0.349], [-0.160, -1.288, -0.759], [0.191, 1.100, 0.600], [0.963, 0.094, -0.106], [0.743, 0.836, 0.562], [-1.521, 1.308, -0.494], [-0.109, -0.016, 0.140], [-0.601, 0.508, -0.470], [-0.555, -0.255, -1.026], [-0.117, -0.578, 0.126], [-0.529, 0.511, -0.119]], "charge": 1, "relative_energy_ev": 3.8834, "spin_multiplicity": 1, "homo_ha": -0.500}

=====

3.
{"formula": "C6H17N2", "method": "ωB97M-V with the def2-TZVPD basis set", "elements": ["C", "C", "C", "C", "H", "H", "H", "H", "H", "H", "H", "H", "H", "H", "C", "C", "N", "N", "H", "H", "H", "H", "H", "H", "H"], "positions_angstrom": [[0.760, 1.032, 2.041], [-0.352, -2.432, 0.718], [-0.231, -1.230, 1.695], [0.839, -0.272, 1.286], [-0.120, 1.602, 1.760], [1.611, 1.592, 1.789], [0.737, 0.805, 3.133], [-1.255, -2.996, 0.962], [0.554, -3.040, 0.874], [-0.415, -2.136, -0.357], [-0.074, -1.530, 2.733], [-1.207, -0.703, 1.600], [1.783, -0.807, 1.473], [0.892, -0.007, 0.203], [-0.673, 0.368, -1.950], [-0.001, 1.523, -2.272], [0.971, 1.694, -3.251], [-1.428, 0.369, -0.714], [-0.522, -0.628, -2.367], [-0.227, 2.446, -1.726], [1.660, 2.438, -3.032], [1.409, 0.839, -3.584], [-0.861, -0.115, -0.003], [-2.305, -0.149, -0.725], [-1.545, 1.334, -0.286]], "forces_ev_per_angstrom": [[-0.356, -1.133, 1.125], [0.465, 0.120, 0.707], [-1.567, -0.230, -1.716], [1.183, 0.070, -0.378], [-0.313, 0.132, 0.135], [1.124, 1.065, 0.029], [-0.019, 0.550, -0.737], [0.279, -0.220, -0.097], [-0.516, -0.107, -0.438], [0.197, -0.115, 0.709], [-0.258, -0.076, -0.141], [0.165, -0.180, 0.883], [0.020, 0.481, -0.072], [-0.154, -0.579, 0.375], [1.359, 1.557, -1.026], [0.121, -1.154, -0.199], [-0.091, 0.134, 1.171], [-0.024, 0.965, 1.424], [-0.010, 0.466, 0.015], [0.019, -0.340, -0.081], [-0.883, -0.775, -0.444], [-0.125, 0.322, -0.036], [-0.037, -0.029, -0.004], [-0.360, 0.343, -0.291], [-0.218, -1.266, -0.912]], "charge": 1, "relative_energy_ev": 1.5485, "spin_multiplicity": 1, "homo_ha": -0.481}